Entry 1:
154
Properties=species:S:1:pos:R:3 method="wB97M-V/def2-TZVPD" mol_weight_g_mol=810.257 lumo_ha=0.012 largest_force_ev_per_a=1.6 gap_ha=0.305 smiles=CC1(C)CCCC(C)(C)N1O.CC1(C)CCCC(C)(C)N1O.CC1(C)CCCC(C)(C)N1O.COC[C@H](C)N.COC[C@H](C)N.CO.CO.CO.CO.CO
C -14.73 27.06 5.96
C -14.66 27.41 4.46
C -13.21 27.22 4.01
C -15.52 26.43 3.68
C -17.00 26.71 3.78
C -17.30 28.12 3.35
C -16.45 29.15 4.08
C -16.56 30.46 3.30
C -17.03 29.44 5.48
N -15.07 28.76 4.12
O -14.24 29.74 4.68
H -14.34 27.89 6.56
H -15.71 26.82 6.36
H -14.05 26.23 6.16
H -12.86 26.24 4.34
H -13.05 27.24 2.93
H -12.57 27.96 4.47
H -15.18 26.34 2.64
H -15.38 25.41 4.07
H -17.58 25.96 3.23
H -17.37 26.51 4.79
H -18.34 28.39 3.54
H -17.15 28.20 2.27
H -16.24 31.30 3.91
H -17.62 30.61 3.07
H -16.01 30.41 2.37
H -17.94 30.04 5.45
H -16.28 29.97 6.07
H -17.29 28.52 6.02
H -14.57 29.86 5.61
C -5.22 25.41 3.38
C -4.38 24.24 3.90
C -5.25 22.99 3.85
C -3.19 24.08 2.95
C -2.11 23.15 3.51
C -1.62 23.63 4.87
C -2.77 23.90 5.86
C -3.19 22.55 6.46
C -2.20 24.78 6.97
N -3.85 24.61 5.19
O -4.92 24.86 6.11
H -4.63 26.31 3.18
H -5.77 25.15 2.47
H -6.03 25.61 4.09
H -4.72 22.09 4.17
H -6.14 23.05 4.48
H -5.60 22.79 2.83
H -3.46 23.74 1.95
H -2.71 25.06 2.79
H -2.55 22.15 3.62
H -1.29 23.09 2.80
H -0.95 24.48 4.76
H -0.99 22.82 5.26
H -3.42 21.82 5.70
H -4.09 22.70 7.08
H -2.44 22.19 7.17
H -1.50 24.26 7.61
H -3.00 25.17 7.62
H -1.79 25.71 6.56
H -4.83 25.81 6.26
C -13.49 24.00 1.66
C -12.23 23.23 2.05
C -12.36 21.83 1.44
C -11.05 23.99 1.52
C -9.75 23.68 2.23
C -9.92 23.97 3.73
C -11.04 23.15 4.36
C -10.55 21.71 4.61
C -11.34 23.82 5.71
N -12.20 23.17 3.50
O -13.34 22.59 4.07
H -14.37 23.39 1.84
H -13.60 24.87 2.30
H -13.46 24.34 0.62
H -13.26 21.32 1.80
H -12.44 21.87 0.35
H -11.51 21.20 1.71
H -10.95 23.77 0.45
H -11.29 25.06 1.57
H -9.40 22.65 2.10
H -8.98 24.34 1.81
H -10.09 25.04 3.84
H -9.00 23.69 4.24
H -9.54 21.69 5.04
H -10.43 21.19 3.66
H -11.21 21.16 5.28
H -10.46 23.91 6.35
H -12.13 23.29 6.26
H -11.73 24.83 5.55
H -13.23 21.62 4.00
C -8.29 26.70 6.30
O -9.05 27.90 6.43
C -9.12 28.42 7.70
C -10.19 29.46 7.75
C -10.26 30.06 9.15
N -11.50 28.85 7.40
H -8.69 25.92 6.97
H -7.22 26.82 6.55
H -8.43 26.38 5.27
H -9.32 27.65 8.46
H -8.15 28.86 8.01
H -9.92 30.25 7.02
H -9.24 30.28 9.49
H -10.60 29.28 9.84
H -10.94 30.90 9.30
H -12.20 29.56 7.19
H -11.37 28.35 6.51
C -9.57 33.06 7.04
O -9.89 34.42 6.92
C -8.81 35.16 6.43
C -9.22 36.61 6.38
C -10.43 36.86 5.47
N -8.06 37.40 5.83
H -10.38 32.61 7.62
H -8.66 32.93 7.64
H -9.46 32.55 6.08
H -7.87 35.07 6.99
H -8.60 34.84 5.40
H -9.53 36.93 7.38
H -10.22 36.65 4.42
H -10.79 37.88 5.59
H -11.25 36.18 5.74
H -8.05 38.32 6.28
H -7.20 36.98 6.21
C -6.30 30.31 6.06
O -5.06 30.69 6.65
H -6.45 29.22 6.07
H -7.15 30.81 6.52
H -6.29 30.57 4.99
H -4.36 30.37 6.08
C -10.08 28.21 3.31
O -10.46 28.52 1.96
H -10.56 27.28 3.65
H -9.00 28.12 3.34
H -10.42 29.00 4.00
H -11.42 28.61 1.91
C -12.50 26.72 10.02
O -13.15 27.88 9.54
H -13.12 26.24 10.77
H -12.34 25.98 9.22
H -11.50 26.91 10.45
H -12.59 28.25 8.80
C -13.75 31.89 7.39
O -14.03 30.48 7.45
H -13.76 32.36 8.37
H -12.77 32.01 6.94
H -14.54 32.37 6.80
H -14.43 30.24 8.30
C -6.83 28.36 10.83
O -7.52 27.07 10.84
H -7.58 29.15 10.69
H -6.37 28.54 11.81
H -6.10 28.38 10.02
H -8.15 27.10 11.57



Entry 2:
101
Properties=species:S:1:pos:R:3 method="wB97M-V/def2-TZVPD" total_charge=-2 mol_weight_g_mol=1485.134 lumo_ha=0.128 largest_force_ev_per_a=10.5 gap_ha=0.187
Y 0.58 0.43 -1.04
O 4.13 -2.84 -1.01
C 4.06 -3.13 0.30
C 4.79 -4.23 0.74
C 4.77 -4.61 2.07
C 4.04 -3.87 2.99
C 3.34 -2.75 2.57
C 3.32 -2.38 1.22
C 2.51 -1.21 0.80
O 1.87 -1.27 -0.32
N 2.54 -0.15 1.57
N 1.87 0.91 0.96
C 1.86 1.99 1.66
C 1.33 3.26 1.19
C 1.33 4.35 2.06
C 0.93 5.61 1.65
C 0.51 5.79 0.33
C 0.51 4.73 -0.56
C 0.94 3.44 -0.17
O 0.97 2.47 -1.02
H 3.53 -2.11 -1.23
H 5.36 -4.78 -0.01
H 5.32 -5.48 2.38
H 4.02 -4.16 4.04
H 2.79 -2.14 3.27
H 2.34 1.96 2.64
H 1.66 4.19 3.08
H 0.96 6.45 2.34
H 0.19 6.77 -0.01
H 0.22 4.88 -1.59
S -0.60 -0.09 -6.15
C 0.69 -1.20 -6.25
C 1.51 -1.13 -5.18
C 1.09 -0.16 -4.25
C -0.04 0.50 -4.62
C -0.77 1.63 -4.04
C -1.25 2.64 -4.88
C -1.95 3.70 -4.35
C -2.18 3.73 -2.99
C -1.66 2.70 -2.23
N -0.96 1.66 -2.72
H 0.80 -1.83 -7.12
H 2.41 -1.73 -5.12
H -1.03 2.58 -5.94
H -2.29 4.50 -4.99
H -2.71 4.53 -2.50
H -1.80 2.73 -1.16
O 1.81 -2.73 -2.89
C 1.21 -3.71 -2.22
C 1.66 -5.04 -2.33
C 1.05 -6.04 -1.60
C -0.01 -5.75 -0.74
C -0.44 -4.44 -0.62
C 0.14 -3.41 -1.36
C -0.35 -2.01 -1.12
O -0.34 -1.15 -2.05
O -0.82 -1.74 0.02
H 2.65 -3.02 -3.31
H 2.49 -5.25 -2.98
H 1.41 -7.06 -1.69
H -0.48 -6.54 -0.16
H -1.24 -4.18 0.07
Se 4.07 1.05 -6.22
Sb 4.25 0.13 -3.95
Se 4.85 -2.24 -4.32
Se 6.03 1.30 -2.78
Se 2.17 0.35 -2.60
F -7.08 -1.90 1.44
C -5.83 -1.41 1.22
C -4.77 -2.05 1.82
C -3.49 -1.53 1.63
C -3.29 -0.39 0.86
C -4.40 0.21 0.25
C -5.68 -0.30 0.43
Sb -1.44 0.69 0.79
C -0.62 0.06 2.69
C -0.48 1.02 3.70
C -0.02 0.65 4.96
C 0.29 -0.67 5.19
F 0.69 -1.04 6.43
C 0.21 -1.63 4.21
C -0.25 -1.25 2.95
C -2.49 2.33 1.78
C -2.31 3.67 1.42
C -3.04 4.69 2.03
C -3.94 4.36 3.01
F -4.66 5.34 3.61
C -4.15 3.05 3.41
C -3.42 2.04 2.79
H -4.94 -2.92 2.43
H -2.64 -2.02 2.09
H -4.27 1.11 -0.34
H -6.54 0.17 -0.03
H -0.74 2.05 3.52
H 0.08 1.38 5.75
H 0.49 -2.65 4.42
H -0.30 -2.00 2.16
H -1.57 3.94 0.68
H -2.88 5.73 1.76
H -4.87 2.83 4.20
H -3.57 1.02 3.11